Record 1
12
Properties=species:S:1:pos:R:3:mulliken_charge:R:1 method="wB97M-V/def2-TZVPD" lumo_energy_ev=-0.51 largest_force_ha_per_bohr=0.10302 gap_ev=8.20 spin_multiplicity=1 relative_energy_kcal_mol=23.51 smiles="C#CC=C(C#C)C#C" charge=0
C -3.1390 -0.5755 -0.1456 -0.29
C -1.9027 -0.5618 0.0055 -0.61
C -0.5472 -0.8771 0.0807 -0.15
C 0.5187 -0.0512 -0.1018 0.51
C 1.8002 -0.5752 0.0086 -0.74
C 2.8780 -1.0897 -0.1384 -0.07
C 0.3400 1.3875 -0.1039 -0.62
C 0.3728 2.5638 -0.0692 0.26
H -4.1141 -0.2423 -0.1110 0.43
H -0.3293 -1.9018 0.2147 0.49
H 3.8019 -1.6413 -0.0021 0.41
H 0.3208 3.5645 0.3624 0.37

Record 2
65
Properties=species:S:1:pos:R:3:mulliken_charge:R:1 method="wB97M-V/def2-TZVPD" lumo_energy_ev=-2.32 largest_force_ha_per_bohr=0.07019 gap_ev=5.49 spin_multiplicity=1 relative_energy_kcal_mol=0.00 charge=0
C -3.5803 -3.5555 5.0979 -1.46
C -2.5015 -2.8079 4.3602 0.60
C -2.7799 -2.1979 3.1378 -1.01
C -1.7915 -1.5193 2.4105 1.23
C -2.1736 -0.8804 1.1373 -0.77
C -0.4709 -1.5053 2.8872 0.39
N 0.5194 -0.9703 2.0326 0.48
C 0.3083 0.0164 1.1020 -0.91
N 1.5279 0.6061 0.9283 1.08
C 1.8396 1.9059 0.3842 -0.16
C 1.5757 3.1045 1.0700 1.08
C 0.9732 3.0916 2.4384 -1.30
C 1.8831 4.3232 0.4426 -1.02
C 2.4567 4.3653 -0.8310 0.70
C 2.7586 5.6852 -1.4896 -1.43
C 2.7489 3.1556 -1.4738 -1.22
C 2.4709 1.9246 -0.8617 1.05
C 2.7460 0.6358 -1.5620 -1.60
C 2.5301 -0.2942 1.3952 -0.51
C 1.9037 -1.2567 2.0668 -1.01
C -0.1773 -2.0255 4.1742 1.11
C 1.1360 -1.8580 4.8717 -1.85
C -1.2001 -2.6915 4.8728 -1.05
H -3.2181 -3.9437 6.0558 0.34
H -4.4445 -2.9095 5.3037 0.33
H -3.9595 -4.4065 4.5147 0.32
H -3.7892 -2.2515 2.7245 0.41
H -1.2598 -0.5114 0.5572 -0.33
H -2.7471 -1.5887 0.5214 0.33
H -2.8000 0.0059 1.3349 0.30
H 0.8205 4.1277 2.7744 0.40
H -0.0049 2.5864 2.4359 0.21
H 1.6228 2.5949 3.1763 0.27
H 1.6478 5.2620 0.9513 0.36
H 3.2380 5.5377 -2.4644 0.35
H 1.8478 6.2792 -1.6555 0.32
H 3.4324 6.3015 -0.8769 0.33
H 3.1914 3.1585 -2.4743 0.27
H 2.9510 0.8460 -2.6171 0.44
H 3.6142 0.1087 -1.1397 0.30
H 1.8810 -0.0415 -1.5089 0.24
H 3.5799 -0.1476 1.2018 0.57
H 2.2889 -2.1147 2.5856 0.57
H 1.0011 -2.1231 5.9301 0.37
H 1.9058 -2.5323 4.4790 0.34
H 1.5122 -0.8291 4.8299 0.32
H -0.9765 -3.1271 5.8537 0.24
O -0.7056 -1.5173 -8.1756 -0.66
N -0.8808 -1.8628 -7.0209 0.78
C -1.0699 -1.2600 -5.7867 0.27
C -1.1824 -2.2679 -4.8151 0.63
N -1.1248 -3.5021 -5.4027 -0.51
O -0.9030 -3.2379 -6.7269 -0.17
C -1.4130 -1.9133 -3.4208 -0.17
N -1.7536 -2.9382 -2.4562 0.87
O -1.3262 -4.0988 -2.5884 -0.53
O -2.5039 -2.5913 -1.5132 -0.55
C -1.4735 -0.5504 -3.0394 -0.63
C -1.3265 0.4165 -4.0507 0.33
N -1.4563 1.8056 -3.9957 0.83
O -1.6783 2.6015 -3.0914 -0.66
O -1.2934 2.2712 -5.3374 -0.17
N -1.0957 1.2326 -6.2052 -0.56
C -1.1249 0.1134 -5.4251 0.24
H -1.7264 -0.2342 -2.0333 0.64

Record 3
10
Properties=species:S:1:pos:R:3:mulliken_charge:R:1 method="wB97M-V/def2-TZVPD" lumo_energy_ev=-6.89 largest_force_ha_per_bohr=0.09050 gap_ev=8.04 spin_multiplicity=1 relative_energy_kcal_mol=42.83 charge=+1
C -0.3722 0.4419 0.6689 -0.16
C -0.2270 -0.5272 1.5754 -0.40
C 0.9432 -1.2875 -0.1832 -0.14
C 0.1319 0.5999 -1.6189 0.07
N 0.2685 -0.0383 -0.5323 0.30
O 0.6821 -1.5492 1.0092 -0.05
H -0.8295 1.3302 0.7146 0.45
H -0.7060 -0.8022 2.5495 0.38
H -0.4809 1.5399 -1.5731 0.23
H 0.5899 0.2925 -2.6101 0.32

Record 4
8
Properties=species:S:1:pos:R:3:mulliken_charge:R:1 method="wB97M-V/def2-TZVPD" lumo_energy_ev=0.63 largest_force_ha_per_bohr=0.12378 gap_ev=10.18 spin_multiplicity=1 relative_energy_kcal_mol=108.19 charge=0
H 0.4516 -0.3251 2.2653 0.27
N 0.2278 0.6647 1.7156 -0.54
C 0.2768 0.5064 0.4496 -0.04
N 0.1231 -0.7332 -0.4127 -0.40
O -0.3718 -0.2491 -1.5793 -0.34
H 0.3806 1.2564 -0.1790 0.45
H -0.6814 -1.3237 -0.0676 0.27
H -1.2941 -0.1735 -1.2025 0.32

Record 5
10
Properties=species:S:1:pos:R:3:mulliken_charge:R:1 method="wB97M-V/def2-TZVPD" lumo_energy_ev=-1.71 largest_force_ha_per_bohr=0.04899 gap_ev=6.93 spin_multiplicity=1 relative_energy_kcal_mol=19.68 charge=0
N 1.0635 -2.7403 -0.7802 -0.63
P -0.1103 -0.4291 1.3326 0.04
P -0.0147 2.7499 1.3492 -0.22
P -0.2031 -1.8601 -0.4763 0.11
P -0.3257 1.1396 -0.0590 0.06
H 1.9365 -2.2887 -1.1462 0.23
H 0.7864 3.6164 0.3247 0.09
H -1.2158 3.5549 1.2164 0.09
H -0.6148 -0.8577 -1.4468 0.08
H -1.3019 -2.8850 -0.3145 0.14

Record 6
18
Properties=species:S:1:pos:R:3:mulliken_charge:R:1 method="wB97M-V/def2-TZVPD" lumo_energy_ev=0.77 largest_force_ha_per_bohr=0.05059 gap_ev=9.42 spin_multiplicity=1 relative_energy_kcal_mol=73.08 smiles=OC[C@@H]1SC[C@H]2C[C@@H]21 charge=0
O -2.5225 -0.4594 -0.0693 -0.51
C -1.4740 -0.5504 -0.9886 -0.67
C -0.6171 0.6517 -0.8009 -0.04
S 0.9524 0.4527 -1.7932 -0.14
C 2.0872 0.2104 -0.3231 -0.72
C 1.1087 -0.3158 0.6768 -0.01
C 0.3504 0.0214 1.9086 -0.46
C 0.0316 0.7694 0.6011 -0.38
H -3.1814 -1.1631 -0.3535 0.33
H -1.9071 -0.6791 -2.0148 0.37
H -0.9037 -1.4770 -0.9206 0.25
H -1.1034 1.5747 -1.0838 0.47
H 2.5727 1.1594 -0.0283 0.29
H 2.8252 -0.5296 -0.6443 0.39
H 0.7126 -1.2781 0.3417 0.11
H -0.2777 -0.7712 2.2858 0.24
H 0.8013 0.6773 2.6206 0.26
H 0.5447 1.7068 0.5858 0.23

Record 7
21
Properties=species:S:1:pos:R:3:mulliken_charge:R:1 method="wB97M-V/def2-TZVPD" lumo_energy_ev="0.12 / -0.01" largest_force_ha_per_bohr=0.09383 gap_ev="7.43 / 6.44" spin_multiplicity=1 relative_energy_kcal_mol=121.03 charge=0
B -0.6339 -0.7050 -0.4104 0.07
C 3.3717 0.6603 0.3196 -0.45
C 2.7145 1.0583 -0.8355 -0.44
C 2.7983 -0.2712 1.1572 -0.49
C 1.3994 0.5980 -1.0745 -0.53
C 1.4578 -0.7280 0.9453 -0.35
C 0.7462 -0.2543 -0.1306 0.52
C -3.8923 0.9784 0.8697 -0.41
C -2.6697 1.1606 0.5141 -0.37
C -1.5087 -1.7783 -0.9596 -0.80
H 4.3665 1.0262 0.4525 0.38
H 3.1975 1.6687 -1.6063 0.34
H 3.1868 -0.5990 2.1002 0.34
H 0.9078 0.8547 -1.9607 0.39
H 1.0777 -1.4672 1.6748 0.30
H -4.7590 1.7875 0.9926 0.20
H -4.4199 -0.0504 1.0436 0.14
H -2.0996 2.1445 0.3436 0.16
H -2.0708 -2.3139 -0.3012 0.38
H -0.9153 -2.5770 -1.4667 0.35
H -2.2551 -1.1930 -1.6678 0.27

Record 8
13
Properties=species:S:1:pos:R:3:mulliken_charge:R:1 method="wB97M-V/def2-TZVPD" lumo_energy_ev="0.86 / -2.10" largest_force_ha_per_bohr=0.09723 gap_ev="8.73 / 7.05" s2=2.008 spin_multiplicity=3 relative_energy_kcal_mol=16.56 charge=0
C -1.0297 0.1670 -0.9751 -0.86
C 0.8730 -1.5272 -0.5147 -1.00
C 0.2738 -0.1351 -0.8297 0.73
N 0.1850 1.1497 1.9216 0.21
O -0.8632 1.9867 1.5406 -0.32
O -0.1539 0.0825 2.2306 -0.28
F 1.1595 0.6252 -1.4163 -0.29
H -1.5827 -0.6828 -0.6053 0.25
H -1.3242 1.0680 -1.5383 0.30
H -0.4344 2.8425 1.3627 0.37
H 0.6975 -1.6946 0.5671 0.26
H 1.9156 -1.5542 -0.7186 0.35
H 0.2836 -2.3277 -1.0246 0.28

Record 9
67
Properties=species:S:1:pos:R:3:mulliken_charge:R:1 method="wB97M-V/def2-TZVPD" lumo_energy_ev=-3.68 largest_force_ha_per_bohr=0.14595 gap_ev=7.47 spin_multiplicity=1 charge=+1
C 2.5881 -1.0859 0.2108 0.14
C 1.8073 -1.9024 -0.9896 0.35
Cl 2.5378 -3.5296 -1.5380 -0.19
C 0.5464 -1.4524 -1.6628 -0.35
Cl -0.2711 -2.5215 -2.9901 -0.11
N -0.1212 -0.1338 -1.2945 0.71
C 0.6633 1.1802 -1.4367 0.40
C 1.3532 1.4874 -2.9151 -0.61
C 2.2074 2.9260 -2.8777 -0.58
C 2.1925 3.7142 -1.4527 0.19
N 1.5141 3.4055 -0.1617 -0.25
C 0.7351 2.1347 -0.1226 -0.34
C -1.4199 -0.1356 -0.7996 0.04
N -2.3133 1.0101 -0.3563 -0.41
C -3.6639 0.4836 0.1577 -0.12
N -3.5753 -1.0421 -0.0080 -0.15
N -2.3324 -1.3443 -0.5549 0.17
H 3.5718 -1.6833 0.4641 0.04
H 1.9134 -0.8600 1.1429 -0.15
H 2.9583 -0.0244 -0.1905 0.08
H 1.2897 0.7859 -3.8486 0.38
H 2.8103 3.3121 -3.8322 0.42
H 2.8421 4.7186 -1.4465 0.10
H 0.1962 1.7902 0.8633 0.25
H -4.5889 1.0834 0.5821 0.39
H -4.3648 -1.6657 0.2789 0.27
H -2.0579 -2.3492 -0.7222 0.28
C 3.5113 6.0234 1.1583 0.26
Cl 4.5713 6.6286 -0.1261 -0.14
Cl 4.2545 4.6392 1.9775 -0.10
Cl 3.1443 7.3100 2.3199 -0.13
H 2.5742 5.6920 0.7039 0.11
C 2.0235 -2.0184 4.3755 0.59
Cl 2.5595 -3.0882 3.0687 -0.10
Cl 3.3394 -1.7367 5.5281 -0.11
Cl 1.4322 -0.4824 3.7191 -0.14
H 1.2010 -2.5062 4.9045 -0.26
C -6.3629 -1.3765 -2.4841 -0.13
Cl -6.9896 -2.4488 -1.2205 -0.12
Cl -6.2519 0.2885 -1.8883 -0.08
Cl -4.7820 -1.9409 -3.0514 -0.05
H -7.0580 -1.3948 -3.3273 0.41
C -0.7608 -3.2764 7.4452 0.02
Cl -0.0907 -2.2130 8.6940 -0.10
Cl -1.0210 -2.3801 5.9390 -0.12
Cl 0.3089 -4.6615 7.1679 -0.11
H -1.7264 -3.6513 7.7939 0.32
C -3.6282 -0.4713 -6.7729 -0.08
Cl -5.3657 -0.3427 -6.4503 -0.11
Cl -2.7004 -0.2515 -5.2794 -0.04
Cl -3.2476 -2.0334 -7.5174 -0.11
H -3.3481 0.3208 -7.4719 0.35
C -9.0982 -0.3320 1.2676 0.06
Cl -9.8815 -0.8714 2.7625 -0.11
Cl -9.4918 1.3634 0.9358 -0.11
Cl -7.3433 -0.5547 1.3693 -0.08
H -9.4753 -0.9409 0.4421 0.24
C 5.8751 1.8439 -2.4750 -0.16
Cl 6.0167 3.4737 -1.7943 -0.08
Cl 6.6178 0.6519 -1.3946 -0.10
Cl 4.1760 1.4396 -2.7732 0.03
H 6.4070 1.8219 -3.4294 0.37
C 6.8195 -2.2229 2.2756 -0.07
Cl 6.9194 -0.9024 1.0984 -0.10
Cl 6.5603 -1.5832 3.9075 -0.10
Cl 5.5255 -3.3510 1.8368 -0.10
H 7.7679 -2.7659 2.2653 0.36

Record 10
65
Properties=species:S:1:pos:R:3:mulliken_charge:R:1 method="wB97M-V/def2-TZVPD" lumo_energy_ev="-0.64 / -0.71" largest_force_ha_per_bohr=0.01365 gap_ev="6.05 / 5.96" s2=2.018 spin_multiplicity=3 relative_energy_kcal_mol=35.66 charge=0
V 0.1212 0.6208 0.2660 0.06
C 4.3992 0.9944 1.1580 -1.90
C 3.0039 0.5093 0.9511 0.01
N 2.1419 1.1129 0.2343 0.98
N 2.3901 2.3717 -0.2994 -1.35
C 1.6328 3.2037 0.3735 0.62
N 1.6573 4.5238 0.0553 -0.46
S 0.6567 2.6782 1.7326 -0.49
C 2.4403 -0.5912 1.7735 1.24
C 3.2206 -1.4437 2.5339 -0.89
C 2.5985 -2.3650 3.3658 -0.56
C 1.2186 -2.4040 3.4168 -0.86
C 0.5019 -1.5218 2.6204 -0.07
N 1.0911 -0.6346 1.8318 0.38
H 4.6183 1.7846 0.4456 0.46
H 5.1251 0.1881 1.0419 0.45
H 4.4987 1.3939 2.1697 0.35
H 2.0444 4.7464 -0.8492 0.27
H 0.8322 5.0386 0.3153 0.28
H 4.2982 -1.3880 2.4804 0.39
H 3.1915 -3.0420 3.9662 0.44
H 0.6970 -3.1043 4.0530 0.46
H -0.5814 -1.5254 2.5983 0.33
C 3.1996 -1.1956 -1.7082 -1.52
C 1.9892 -1.9306 -1.2049 0.99
C 1.9679 -3.3156 -1.1407 -0.98
C 0.8223 -3.9498 -0.6364 -0.63
C -0.2797 -3.2112 -0.2616 -1.11
C -0.2282 -1.8180 -0.4345 0.16
N 0.9176 -1.2168 -0.8544 0.38
N -1.1955 -0.9069 -0.1445 0.82
Si -2.8729 -1.1238 -0.6044 -0.29
C -3.1149 -2.7846 -1.4622 -1.30
C -3.9824 -1.1025 0.9073 -1.06
C -3.4615 0.1425 -1.8430 -0.83
H 3.6973 -1.7769 -2.4828 0.56
H 3.9224 -1.0445 -0.9022 0.13
H 2.9257 -0.2165 -2.0977 0.19
H 2.8213 -3.8886 -1.4751 0.49
H 0.8073 -5.0291 -0.5389 0.43
H -1.1618 -3.6721 0.1550 0.58
H -3.1589 -3.6358 -0.7812 0.31
H -2.3419 -2.9869 -2.2065 0.37
H -4.0724 -2.7425 -1.9877 0.42
H -3.6241 -1.8092 1.6609 0.30
H -5.0038 -1.3853 0.6417 0.42
H -4.0229 -0.1130 1.3629 0.29
H -2.8295 0.1345 -2.7345 0.26
H -3.4881 1.1617 -1.4589 0.17
H -4.4740 -0.1338 -2.1540 0.51
C -2.6419 2.3203 1.5866 -1.77
C -2.2520 2.6230 0.1745 0.06
C -2.7302 3.5930 -0.6784 -0.74
C -1.9855 3.4892 -1.8835 -1.12
C -1.0871 2.4607 -1.7084 0.47
C -0.1186 1.8564 -2.6793 -1.12
N -1.2407 1.9378 -0.4472 1.51
H -3.7148 2.4546 1.7336 0.45
H -2.1179 2.9654 2.2954 0.27
H -2.3958 1.2866 1.8452 0.06
H -3.5388 4.2760 -0.4657 0.49
H -2.1173 4.0617 -2.7892 0.53
H -0.3212 2.2221 -3.6860 0.44
H -0.2180 0.7643 -2.7035 0.06
H 0.9233 2.0935 -2.4425 0.22

Record 11
17
Properties=species:S:1:pos:R:3:mulliken_charge:R:1 method="wB97M-V/def2-TZVPD" lumo_energy_ev=3.78 largest_force_ha_per_bohr=0.04659 gap_ev=6.38 spin_multiplicity=1 relative_energy_kcal_mol=35.82 smiles="NC(=O)C[C@H](N)C[O-]" charge=-1
N 1.6188 -1.7279 0.4180 -0.33
C 1.9216 -0.4068 0.6054 0.37
O 2.9584 0.0453 1.0477 -0.66
C 0.8350 0.4904 -0.0056 -0.69
C -0.6265 0.0341 0.0778 0.19
N -0.9953 -0.7602 -1.0745 -0.75
C -1.5558 1.3231 0.1266 -0.75
O -1.7942 1.8534 -1.0979 -0.90
H 2.1171 -2.4488 0.9169 0.21
H 0.7643 -2.0056 -0.0443 0.27
H 1.0529 1.4374 0.5011 0.30
H 1.0984 0.7132 -1.0349 0.21
H -0.7361 -0.4901 1.0152 0.42
H -1.0529 -0.1045 -1.8478 0.33
H -1.9617 -1.0168 -0.9440 0.27
H -2.5319 0.9614 0.5662 0.26
H -1.1119 2.1023 0.7741 0.27

Record 12
9
Properties=species:S:1:pos:R:3:mulliken_charge:R:1 method="wB97M-V/def2-TZVPD" lumo_energy_ev="-1.21 / -3.13" largest_force_ha_per_bohr=0.05869 gap_ev="10.07 / 7.87" spin_multiplicity=1 relative_energy_kcal_mol=134.24 charge=0
C -0.5288 0.2255 0.4945 0.40
O 0.6275 0.4294 1.0388 -0.39
O 1.3360 -0.5285 -1.0850 -0.42
O -0.5107 -1.0057 -0.2957 -0.44
O -1.0896 1.1933 -0.3117 -0.47
H 1.8621 -0.0859 -0.3931 0.34
H -0.4075 1.4571 -0.9472 0.35
H -0.0055 -1.6619 0.2152 0.35
H -1.2835 -0.0234 1.2844 0.28

Repeat the third record exactly.
10
Properties=species:S:1:pos:R:3:mulliken_charge:R:1 method="wB97M-V/def2-TZVPD" lumo_energy_ev=-6.89 largest_force_ha_per_bohr=0.09050 gap_ev=8.04 spin_multiplicity=1 relative_energy_kcal_mol=42.83 charge=+1
C -0.3722 0.4419 0.6689 -0.16
C -0.2270 -0.5272 1.5754 -0.40
C 0.9432 -1.2875 -0.1832 -0.14
C 0.1319 0.5999 -1.6189 0.07
N 0.2685 -0.0383 -0.5323 0.30
O 0.6821 -1.5492 1.0092 -0.05
H -0.8295 1.3302 0.7146 0.45
H -0.7060 -0.8022 2.5495 0.38
H -0.4809 1.5399 -1.5731 0.23
H 0.5899 0.2925 -2.6101 0.32

Question: The lowest charge belongs to which entry?
Answer: C4H9N2O2

Repeat the eighth record exactly.
13
Properties=species:S:1:pos:R:3:mulliken_charge:R:1 method="wB97M-V/def2-TZVPD" lumo_energy_ev="0.86 / -2.10" largest_force_ha_per_bohr=0.09723 gap_ev="8.73 / 7.05" s2=2.008 spin_multiplicity=3 relative_energy_kcal_mol=16.56 charge=0
C -1.0297 0.1670 -0.9751 -0.86
C 0.8730 -1.5272 -0.5147 -1.00
C 0.2738 -0.1351 -0.8297 0.73
N 0.1850 1.1497 1.9216 0.21
O -0.8632 1.9867 1.5406 -0.32
O -0.1539 0.0825 2.2306 -0.28
F 1.1595 0.6252 -1.4163 -0.29
H -1.5827 -0.6828 -0.6053 0.25
H -1.3242 1.0680 -1.5383 0.30
H -0.4344 2.8425 1.3627 0.37
H 0.6975 -1.6946 0.5671 0.26
H 1.9156 -1.5542 -0.7186 0.35
H 0.2836 -2.3277 -1.0246 0.28